(1)
DFT (ωB97M-V/def2-TZVPD) results for a single C15H21N3O4S molecule.

Element x y z (Å)
C  -0.3274  -0.4913  3.5726
C  0.9154  2.0922  -5.7653
H  -2.5431  2.4009  -1.7259
H  2.7287  3.2413  -5.5506
H  -1.3043  -0.2563  -1.2591
H  1.3726  -5.5612  3.5350
H  -2.7595  0.4595  -0.5532
H  -1.4531  2.1678  0.6224
C  1.4556  -4.5804  4.0375
O  0.3859  -0.5402  -5.3672
C  -0.5569  2.1360  -2.6926
C  -0.9074  1.2972  0.1703
C  0.1590  -3.9657  4.6762
H  1.0139  0.8428  -0.7335
C  -0.0618  -1.8491  3.2885
C  0.4555  1.7188  -0.3797
H  -0.7624  -4.5177  4.6352
O  -0.5666  1.7551  2.8552
H  0.5293  2.6717  -6.5940
C  -1.8772  1.6198  -2.0982
N  -0.7877  0.3081  1.2301
C  -1.7415  0.6816  -0.9223
H  -2.4651  1.1001  -2.8686
H  -0.7467  2.9396  -3.4148
H  0.1898  -2.3001  2.3538
H  2.5623  1.9182  -4.3446
H  1.9504  -3.7054  6.0283
H  2.1842  -3.9131  3.5716
H  1.0213  2.1200  0.4281
H  1.3013  2.8660  -1.9740
C  1.2718  -4.4563  5.5594
C  -0.5358  0.5852  2.5587
H  -0.1473  0.1269  -2.9263
H  -0.7944  -0.6720  0.9388
C  0.3245  2.6727  -1.5742
N  -0.4600  -0.3368  4.8764
C  2.1337  2.4131  -5.2164
O  -0.3471  -1.5937  5.4860
H  -0.0821  3.6513  -1.2580
O  -1.5658  0.9836  -5.3891
H  0.9550  -5.3673  6.0861
S  -0.1540  0.8028  -5.0383
N  0.0791  1.0108  -3.3786
C  -0.0421  -2.4761  4.5143

- Spin multiplicity: 1
- E_tot: -39387.554 eV
- Strongest force on any atom: 2.86 eV/Å

***

(2)
DFT (ωB97M-V/def2-TZVPD) results for a molecular structure, C15H21N4O3PtSTe.

Element x y z (Å)
S  1.0553  1.6379  -1.2453
Pt  1.4640  -0.8327  0.3169
H  -0.3647  -3.0973  1.4398
H  2.9264  -0.3256  3.5003
H  -2.3579  4.9241  -2.1876
C  -2.2573  1.7692  -3.4575
N  0.5750  0.9851  0.2219
H  1.6010  3.7616  3.5496
H  2.2180  -3.5749  2.8682
N  1.7902  0.3843  1.9211
H  -4.3204  2.9562  -4.5226
N  -3.8944  3.4969  -3.7920
C  2.3355  1.7472  3.7356
H  -1.3926  -1.8486  2.1490
Te  3.1608  -2.7963  0.4717
C  -0.8384  3.4829  -1.7845
O  -0.6405  -1.6127  -0.6201
N  1.0430  2.6357  1.9243
H  -0.2693  4.1441  -1.1438
C  -1.5744  -2.0176  0.0512
H  -2.1251  -3.3698  1.6464
C  2.1114  -4.5555  -0.0932
H  2.7070  -5.4192  0.1895
C  -2.0040  3.9175  -2.3703
H  -3.6106  -2.6843  -0.1754
C  -2.9819  -1.8322  -0.4269
H  -3.3939  -0.9599  0.0888
H  3.9143  -4.1082  2.6833
C  1.6544  2.7786  3.0973
H  -2.8054  1.1119  -4.1209
C  -2.7335  3.0698  -3.2216
H  1.1416  -4.5782  0.3950
H  3.5634  -2.4199  3.0848
O  1.5187  0.4300  -1.9141
C  -1.3536  -2.6436  1.3988
H  -4.1466  4.4675  -3.7450
C  -1.0944  1.3322  -2.8639
H  1.9826  -4.5352  -1.1725
C  -0.3789  2.1921  -2.0357
C  2.4008  0.5269  3.0902
H  -2.9929  -1.6383  -1.4961
H  2.8104  1.8953  4.6932
O  1.9536  2.7244  -1.0147
C  3.2125  -3.2918  2.5358
H  -0.7232  0.3335  -3.0486
C  1.1143  1.4370  1.3993

- Net charge: +1
- Spin multiplicity: 1
- E_tot: -49366.736 eV
- Strongest force on any atom: 0.74 eV/Å

***

(3)
DFT (ωB97M-V/def2-TZVPD) results for a single C15H21N5O3 molecule.

Element x y z (Å)
O  -1.4164  1.4721  -1.1955
C  -3.7199  -1.6855  1.5679
C  0.4396  -0.0761  -1.5106
H  -0.9098  4.6627  -1.9287
H  -1.7563  4.0023  -0.5225
C  0.9220  -1.3802  -1.4299
H  -3.8966  -2.2382  -0.5266
C  -0.8667  0.2246  -1.1722
C  3.1519  -1.8934  -0.4088
H  1.1112  0.7048  -1.8308
O  3.7838  0.8561  -0.3139
H  0.2638  2.6584  -0.9919
H  2.8084  -0.7923  -2.2247
N  -0.8246  -0.1533  2.0219
H  0.4207  -3.4012  -0.9472
H  2.5910  2.2571  1.4389
H  -2.3738  3.6884  -2.1475
H  -0.2913  2.3843  -2.6695
H  2.4836  -2.5300  -2.3550
H  -1.8756  -2.9044  -0.3233
H  2.9105  0.9290  2.5858
C  3.0671  0.3627  0.5275
N  0.4525  -0.2651  2.0984
H  -4.4199  -2.4646  1.8570
N  -1.0789  1.0708  1.6421
C  -1.2441  -2.0987  -0.6602
C  2.3718  -1.6521  -1.7168
H  -3.8941  -0.8099  2.1876
N  0.0082  1.7884  1.4473
H  -2.0037  1.3993  1.4004
C  2.4222  1.2015  1.6478
H  -4.8891  -0.8494  -0.0458
C  0.0677  -2.3829  -1.0125
C  -0.6203  2.5562  -1.6357
N  2.7898  -0.9497  0.6280
C  -1.4722  3.8126  -1.5538
H  2.0490  -1.2206  1.2638
C  -1.7248  -0.8035  -0.7205
C  -3.9187  -1.3354  0.0951
O  -2.9803  -0.3886  -0.3726
H  2.9521  -2.8933  -0.0221
H  -2.7042  -2.0265  1.7485
H  4.2219  -1.7904  -0.6080
C  0.9744  0.9311  1.7406

- Spin multiplicity: 1
- E_tot: -29488.332 eV
- Strongest force on any atom: 1.10 eV/Å

***

> spin multiplicity of number 3 (C15H21N5O3)?

1

***

> spin multiplicity of number 1 (C15H21N3O4S)?

1

***

> Look up the strongest force on any atom of the third one.

1.10 eV/Å

***

> The highest strongest force on any atom belongs to which entry?

C15H21N3O4S